DFT (ωB97M-V/def2-TZVPD) results for a 2-piece molecular cluster, C43H41N2Si overall at a distorted geometry.

ORCA input file:
```
! RIJCOSX wB97M-V def2-TZVPD def2/J DEFGRID3
* xyz 1 1
C -0.4225 -0.2760 2.2775
C -1.4924 0.3879 1.6560
C -2.2279 -0.2532 0.6465
C -1.8104 -1.5276 0.2253
Si -2.8460 -2.9979 -0.2152
C -4.5788 -2.3078 -0.1792
C -5.2415 -2.0972 -1.3957
C -6.5055 -1.5004 -1.4137
C -7.1222 -1.1162 -0.2214
C -6.4545 -1.3047 0.9905
C -5.1792 -1.8793 1.0137
C -2.3910 -3.6363 -1.9038
C -1.4423 -2.9873 -2.7065
C -1.2084 -3.4331 -4.0149
C -1.9077 -4.5329 -4.5267
C -2.8199 -5.2100 -3.7093
C -3.0423 -4.7807 -2.3950
C -2.4355 -4.4253 0.9988
C -3.4605 -4.7143 2.1207
C -2.6504 -5.4719 3.1952
C -1.1668 -5.2970 2.8284
N -1.1474 -4.4028 1.6658
C -0.5033 -1.9247 0.5348
C 0.0135 -1.4915 1.7518
H 0.0839 0.1444 3.1470
H -1.7780 1.3827 1.9996
H -3.1223 0.2065 0.2157
H -4.7638 -2.3960 -2.3308
H -7.0070 -1.3339 -2.3642
H -8.1199 -0.6787 -0.2323
H -6.9147 -0.9964 1.9271
H -4.6475 -1.9839 1.9621
H -0.9007 -2.1211 -2.3209
H -0.4825 -2.9148 -4.6424
H -1.7436 -4.8653 -5.5553
H -3.3709 -6.0697 -4.0923
H -3.7357 -5.3296 -1.7525
H -2.5109 -5.2523 0.2488
H -3.8195 -3.7593 2.5264
H -4.3282 -5.2739 1.7453
H -2.8499 -5.0942 4.2012
H -2.9218 -6.5309 3.1696
H -0.5904 -4.8259 3.6314
H -0.7292 -6.3000 2.6457
H -0.3289 -4.5330 1.0784
H 0.0537 -2.5845 -0.1311
H 0.7688 -2.0977 2.2483
C 2.9395 1.6563 -3.5267
N 3.7269 1.6538 -2.3106
C 4.7337 2.6994 -2.2457
C 3.4045 0.9448 -1.1885
C 2.5333 -0.1872 -1.2249
C 2.4731 -1.0422 -0.1396
C 3.0639 -0.6907 1.0892
C 3.0477 -1.5612 2.2431
C 2.9782 -1.0541 3.6016
C 3.4868 -2.0561 4.4918
C 3.6458 -1.7816 5.8477
C 3.2564 -0.5168 6.3238
C 2.7823 0.4792 5.4475
C 2.6710 0.2184 4.0783
C 3.9745 -3.1544 3.6629
C 3.6672 -2.8560 2.2859
C 4.3374 -3.5097 1.2500
C 5.3904 -4.3697 1.5721
C 5.7033 -4.6375 2.9183
C 4.9807 -4.0582 3.9719
C 3.7967 0.5120 1.1680
C 4.0332 1.2661 0.0412
H 2.4499 0.6969 -3.7171
H 2.1830 2.4577 -3.4970
H 3.6187 1.8881 -4.3555
H 5.6763 2.3233 -1.8233
H 4.9182 3.0519 -3.2648
H 4.3905 3.5523 -1.6361
H 1.9645 -0.4250 -2.1247
H 1.9408 -1.9903 -0.1979
H 4.0570 -2.5631 6.4922
H 3.3291 -0.2999 7.3891
H 2.4803 1.4551 5.8398
H 2.3676 0.9999 3.3880
H 4.0848 -3.2574 0.2240
H 5.9743 -4.8340 0.7715
H 6.5421 -5.2994 3.1344
H 5.2244 -4.2458 5.0208
H 4.2391 0.8188 2.1156
H 4.7299 2.1013 0.1125
*
```

ΔE to the lowest compared entry with this formula, charge and spin ... 27.0 kcal per mole
Lowest unoccupied orbital energy ... -5.30 eV